A | Here is a cluster of 2 separate species, C4H12NO in total from the Open Molecules 2025 dataset. Energies are from ωB97M-V with the def2-TZVPD basis set.

Geometry (Å):
C 0.82 -0.75 0.38
N 0.39 0.52 -0.54
C -0.90 0.85 0.15
C -0.70 0.65 1.65
C 0.64 -0.18 1.72
H 1.87 -0.85 0.05
H 0.16 -1.57 0.14
H 1.31 1.07 -0.57
H 0.19 0.17 -1.50
H -1.33 1.74 -0.31
H -1.65 0.11 -0.22
H -1.60 0.31 2.16
H -0.50 1.55 2.30
H 1.38 0.52 2.12
H 0.40 -0.90 2.51
H 0.14 -0.91 -4.04
H -0.58 -1.57 -2.93
O -0.05 -0.78 -3.09

Results
Gap between HOMO and LUMO (alpha / beta): 3.504 / 12.037 eV
LUMO level (alpha / beta): 0.02686 / 0.01729 Eh
Spin multiplicity: 2

=====

B | Here is a cluster of 2 separate species, C4H12NO in total from the Open Molecules 2025 dataset. Energies are from ωB97M-V with the def2-TZVPD basis set.

Geometry (Å):
C -0.51 -1.54 -1.06
N 0.08 -0.37 -1.75
C 0.41 0.71 -0.73
C -0.12 0.20 0.59
C -0.31 -1.34 0.42
H -1.56 -1.69 -1.28
H -0.08 -2.44 -1.52
H -0.57 0.01 -2.49
H 0.95 -0.63 -2.29
H -0.09 1.59 -1.10
H 1.49 0.78 -0.74
H 0.63 0.26 1.38
H -1.09 0.61 0.84
H -1.19 -1.61 1.00
H 0.47 -1.91 0.91
H -0.13 2.24 2.16
H 0.88 2.55 3.30
O 0.75 2.58 2.35

Results
Gap between HOMO and LUMO (alpha / beta): 4.088 / 12.261 eV
LUMO level (alpha / beta): 0.02497 / 0.01998 Eh
Spin multiplicity: 2

=====

B comes first in stability; the runner-up is 16.0 kcal/mol higher.